Record 1
This record from OMol25 describes a structure of composition C50H59Br2N5O3SbSe4Y at a distorted geometry. The level of theory is wB97M-V/def2-TZVPD.

Geometry as XYZ:
```
125
Properties=species:S:1:pos:R:3:forces:R:3
Y 0.13022 0.38959 1.04107 -1.6 -1.1 -1.5
Br 2.09767 2.73666 0.44587 0.5 0.4 -0.4
C 3.88358 2.46896 -0.25492 -0.2 0.0 0.1
Br 4.36575 0.64694 -0.70095 -0.1 0.0 -0.1
H 4.56445 2.79199 0.51707 0.1 0.1 0.1
H 3.97291 3.05391 -1.15824 0.0 0.0 -0.1
Se 0.50938 0.80730 5.89980 -0.1 -0.1 -0.1
Sb 1.42693 1.80549 3.87326 0.3 0.1 0.2
Se 2.38536 -0.05476 2.40332 0.9 -0.1 1.1
Se -0.48955 2.56281 2.37023 0.1 0.9 0.9
Se 3.04077 3.56719 4.26167 0.0 0.0 -0.1
C -5.16089 2.07033 0.98622 0.0 -0.1 0.1
C -3.96657 1.57542 1.81918 -0.3 0.0 0.1
C -3.92073 2.35649 3.13803 -0.1 0.0 0.0
C -4.01579 0.07268 2.06392 0.0 0.0 0.0
C -4.95856 -0.40583 2.97412 0.0 0.0 -0.1
C -5.04314 -1.74899 3.30196 0.0 0.0 -0.1
C -4.17646 -2.63612 2.68227 0.1 0.1 -0.2
C -3.22931 -2.21115 1.74317 -0.1 -0.1 0.1
C -2.41011 -3.30828 1.06088 0.1 0.2 -0.1
C -2.63875 -3.36718 -0.45545 -0.1 0.0 0.0
C -0.91702 -3.24654 1.37260 -0.1 -0.1 0.1
C -3.12035 -0.82983 1.43084 0.1 0.0 0.0
N -2.11460 -0.36841 0.54707 0.0 0.2 0.1
C -2.56937 0.19001 -0.64633 -0.4 -0.3 0.1
C -1.83051 1.04200 -1.44103 -0.1 0.1 -0.4
N -0.52467 1.43929 -1.15655 -0.3 0.2 -0.1
C -0.11475 2.57239 -1.91360 0.0 0.1 0.1
C -0.65167 3.86013 -1.66153 0.0 0.0 0.1
C -0.21993 4.94792 -2.42201 -0.1 0.0 0.0
C 0.73301 4.81010 -3.41617 0.0 -0.1 0.0
C 1.26105 3.55011 -3.66790 -0.1 0.1 0.0
C 0.84801 2.43270 -2.94748 -0.2 0.1 0.0
C 1.36688 1.06501 -3.35004 0.0 0.1 -0.2
C 0.32254 0.29190 -4.16733 0.0 -0.1 0.0
C 2.65797 1.12302 -4.17150 0.1 -0.1 0.1
C -1.64526 4.14183 -0.53677 -0.1 0.1 -0.2
C -1.17049 5.30831 0.34139 0.0 0.1 0.0
C -3.06724 4.45103 -1.03922 0.1 0.1 0.0
C -2.62079 1.30125 -2.69496 0.1 0.1 0.1
C -2.45356 2.03734 -3.84168 -0.1 0.1 -0.1
C -3.46769 2.00792 -4.84968 0.1 0.0 0.1
C -4.61638 1.27449 -4.72810 0.0 -0.1 0.0
C -4.82080 0.50127 -3.54763 -0.1 0.0 0.0
C -5.94291 -0.33433 -3.25896 0.1 0.1 0.0
C -5.98205 -1.00624 -2.06788 0.1 0.0 0.2
C -4.94084 -0.91276 -1.09114 -0.1 0.0 0.0
C -3.84011 -0.13513 -1.35388 0.0 -0.2 0.1
C -3.82264 0.55474 -2.59204 0.1 0.1 0.2
H -5.12912 3.16203 0.90042 0.0 -0.1 0.0
H -6.10669 1.79336 1.47072 0.1 0.0 0.0
H -5.16116 1.65065 -0.01874 0.0 0.0 0.0
H -3.05821 1.79697 1.26800 0.2 0.0 -0.1
H -4.89074 2.32071 3.65332 0.1 0.0 -0.1
H -3.68442 3.40553 2.93828 0.0 0.0 0.0
H -3.15450 1.96780 3.80881 0.0 0.0 0.0
H -5.63362 0.29856 3.45112 0.1 0.0 0.0
H -5.77102 -2.10204 4.02794 0.1 0.1 -0.1
H -4.24362 -3.69753 2.91044 0.0 0.1 0.0
H -2.77965 -4.24966 1.47219 -0.1 -0.1 0.0
H -2.42380 -2.40440 -0.92509 0.0 -0.1 0.0
H -3.67952 -3.61279 -0.68774 0.1 0.0 0.0
H -1.99910 -4.13768 -0.90597 -0.1 0.1 0.1
H -0.50195 -2.31636 0.99431 0.1 -0.1 0.1
H -0.38585 -4.07645 0.89186 -0.1 0.1 0.0
H -0.72885 -3.28810 2.44738 0.0 0.1 -0.1
H -0.63404 5.93285 -2.21544 0.0 -0.1 0.0
H 1.06437 5.67015 -3.98990 0.0 0.0 0.0
H 1.99344 3.43906 -4.46340 -0.1 0.0 0.1
H 1.56145 0.49837 -2.44574 0.1 -0.1 0.3
H 0.12173 0.81909 -5.10670 0.0 0.0 0.0
H -0.62692 0.19637 -3.64358 0.1 0.0 0.0
H 0.69072 -0.71317 -4.40361 0.0 0.1 0.0
H 2.45164 1.42582 -5.20592 0.1 0.0 0.1
H 3.12085 0.13321 -4.20028 0.0 0.0 0.0
H 3.38981 1.81719 -3.75244 0.0 -0.1 0.0
H -1.69735 3.25242 0.08519 0.0 -0.1 0.0
H -1.32204 6.27208 -0.16626 0.0 -0.1 0.1
H -0.11433 5.21290 0.59680 0.0 0.0 0.0
H -1.73506 5.32531 1.27787 0.0 0.0 -0.1
H -3.04721 5.25584 -1.78781 0.0 -0.1 0.1
H -3.69191 4.78264 -0.19961 0.1 0.0 -0.1
H -3.54395 3.58226 -1.48907 0.0 -0.1 -0.1
H -1.57581 2.65035 -4.00430 -0.1 0.0 0.0
H -3.31129 2.59888 -5.74581 0.0 0.0 0.0
H -5.36383 1.27928 -5.51703 0.1 0.0 0.1
H -6.74957 -0.43518 -3.97977 0.1 0.0 0.0
H -6.83627 -1.64143 -1.84483 0.1 0.1 0.0
H -5.05397 -1.44014 -0.15183 0.0 0.0 -0.1
O -0.75849 -0.70140 3.24901 0.2 -0.3 -0.5
H -0.44926 -0.43288 4.14641 0.0 0.1 0.0
H -1.69808 -0.90472 3.31725 -0.1 0.2 0.0
O 0.18244 -1.25531 -1.21373 0.4 -0.3 0.2
H -0.36799 -2.03777 -1.08837 0.0 0.1 0.0
H -0.35294 -0.60733 -1.69462 -0.1 0.2 0.0
C 7.65922 0.14096 0.97384 0.0 -0.1 0.0
C 7.23954 -1.20305 1.52178 0.1 0.0 -0.1
C 6.15994 -1.32643 2.38989 -0.1 0.1 0.1
C 5.77780 -2.56174 2.89755 -0.1 0.1 0.1
C 6.45650 -3.71367 2.51982 -0.2 -0.1 0.1
N 6.09372 -5.00332 3.00712 -0.2 0.2 -0.4
C 4.88639 -5.43325 3.51705 0.1 0.1 0.2
O 4.84822 -6.29575 4.38436 0.0 0.1 -0.2
N 3.73315 -4.85049 3.04003 0.0 0.1 -0.3
C 3.43862 -4.25067 1.78827 0.1 -0.2 0.3
C 4.04513 -4.60986 0.59415 0.1 -0.2 0.0
C 3.68356 -3.93678 -0.56150 0.0 0.1 -0.1
C 2.71638 -2.93920 -0.49392 0.1 0.0 0.1
N 2.09677 -2.63121 0.64378 0.0 -0.3 -0.2
C 2.44090 -3.28533 1.74593 -0.1 0.3 0.1
C 7.55092 -3.60488 1.66974 0.1 0.0 -0.1
C 7.93648 -2.36300 1.18196 -0.1 0.0 0.1
H 6.95924 0.92106 1.27369 0.0 -0.1 0.0
H 7.69134 0.12480 -0.11908 0.0 0.0 0.1
H 8.65719 0.41479 1.33122 -0.1 0.0 0.0
H 5.59419 -0.44509 2.68615 0.0 -0.1 -0.1
H 4.94159 -2.61307 3.58782 0.1 0.0 -0.1
H 6.84676 -5.60803 3.27202 0.2 -0.1 0.2
H 2.97998 -4.88991 3.70315 -0.2 -0.2 0.0
H 4.76934 -5.41571 0.56271 0.1 0.1 0.1
H 4.15321 -4.18046 -1.50885 -0.1 0.0 0.1
H 2.42496 -2.36208 -1.36775 0.0 -0.1 0.1
H 1.91137 -3.00867 2.65680 0.1 0.1 -0.1
H 8.10000 -4.50147 1.38848 -0.1 0.1 0.0
H 8.79028 -2.29680 0.51317 0.0 0.0 0.0
```
Forces are in eV/Å.

multiplicity = 1
charge = -2
E_LUMO = 0.135 hartree

Here are the Mulliken charges for atoms 1 to 8, given in e: number 1, Y, carries -0.120; number 2, Br, carries -0.066; number 3, C, carries -0.843; number 4, Br, carries -0.169; number 5, H, carries 0.498; number 6, H, carries 0.488; number 7, Se, carries -0.819; number 8, Sb, carries 0.467

Record 2
This record from OMol25 describes a structure of composition C10H8NOS at a distorted geometry. The level of theory is wB97M-V/def2-TZVPD.

Geometry as XYZ:
```
21
Properties=species:S:1:pos:R:3:forces:R:3
C 2.78335 -0.12896 -1.60368 0.8 -2.5 -2.9
C 3.19345 0.30822 -0.36766 0.8 0.7 -0.2
C 1.49254 -0.61198 -1.87340 0.4 1.9 2.4
C -3.67438 -0.39964 1.23362 1.1 1.3 -0.4
C -2.57648 -0.90339 1.96263 0.4 0.2 1.1
C 2.31155 0.17532 0.66399 -1.3 -1.1 -1.4
C 0.61662 -0.57356 -0.77105 -0.4 -0.5 -1.9
C -3.14345 0.55574 0.40085 1.1 0.4 -1.4
C -1.44452 -0.27265 1.58097 1.2 0.3 -1.9
C -0.05244 -0.61399 1.91211 0.7 0.8 -0.5
N 1.07056 -0.39167 0.44533 -0.2 1.8 2.6
O -1.76866 0.59871 0.56117 -0.3 0.2 -0.1
S 0.71966 -1.08371 3.22062 -0.8 0.3 -1.2
H 3.54179 -0.34854 -2.43011 -1.0 1.1 1.1
H 4.19119 0.80198 -0.28511 -1.0 -0.6 0.3
H 1.13460 -0.70879 -2.86519 -0.2 -0.6 -0.7
H -4.70139 -0.56136 1.36527 -1.0 -0.5 0.1
H -2.42298 -1.49939 2.82135 -1.0 -1.1 0.6
H 2.57545 0.55812 1.59127 0.0 0.1 2.0
H -0.46841 -0.61823 -0.90751 0.5 -0.6 0.2
H -3.48810 1.22265 -0.48840 0.4 -1.4 2.2
```
Forces are in eV/Å.

multiplicity = 1
charge = +1
E_LUMO = -0.183 hartree
ΔE to the lowest compared entry with this formula, charge and spin = 20.9 kcal/mol

Here are the natural (NBO) charges for atoms 1 to 8, given in e: number 1, C, carries -0.094; number 2, C, carries -0.244; number 3, C, carries -0.231; number 4, C, carries -0.303; number 5, C, carries -0.160; number 6, C, carries 0.075; number 7, C, carries 0.094; number 8, C, carries 0.170

Repeat the second record exactly.
This record from OMol25 describes a structure of composition C10H8NOS at a distorted geometry. The level of theory is wB97M-V/def2-TZVPD.

Geometry as XYZ:
```
21
Properties=species:S:1:pos:R:3:forces:R:3
C 2.78335 -0.12896 -1.60368 0.8 -2.5 -2.9
C 3.19345 0.30822 -0.36766 0.8 0.7 -0.2
C 1.49254 -0.61198 -1.87340 0.4 1.9 2.4
C -3.67438 -0.39964 1.23362 1.1 1.3 -0.4
C -2.57648 -0.90339 1.96263 0.4 0.2 1.1
C 2.31155 0.17532 0.66399 -1.3 -1.1 -1.4
C 0.61662 -0.57356 -0.77105 -0.4 -0.5 -1.9
C -3.14345 0.55574 0.40085 1.1 0.4 -1.4
C -1.44452 -0.27265 1.58097 1.2 0.3 -1.9
C -0.05244 -0.61399 1.91211 0.7 0.8 -0.5
N 1.07056 -0.39167 0.44533 -0.2 1.8 2.6
O -1.76866 0.59871 0.56117 -0.3 0.2 -0.1
S 0.71966 -1.08371 3.22062 -0.8 0.3 -1.2
H 3.54179 -0.34854 -2.43011 -1.0 1.1 1.1
H 4.19119 0.80198 -0.28511 -1.0 -0.6 0.3
H 1.13460 -0.70879 -2.86519 -0.2 -0.6 -0.7
H -4.70139 -0.56136 1.36527 -1.0 -0.5 0.1
H -2.42298 -1.49939 2.82135 -1.0 -1.1 0.6
H 2.57545 0.55812 1.59127 0.0 0.1 2.0
H -0.46841 -0.61823 -0.90751 0.5 -0.6 0.2
H -3.48810 1.22265 -0.48840 0.4 -1.4 2.2
```
Forces are in eV/Å.

multiplicity = 1
charge = +1
E_LUMO = -0.183 hartree
ΔE to the lowest compared entry with this formula, charge and spin = 20.9 kcal/mol

Here are the natural (NBO) charges for atoms 1 to 8, given in e: number 1, C, carries -0.094; number 2, C, carries -0.244; number 3, C, carries -0.231; number 4, C, carries -0.303; number 5, C, carries -0.160; number 6, C, carries 0.075; number 7, C, carries 0.094; number 8, C, carries 0.170